The following is a DFT calculation (ωB97M-V/def2-TZVPD) of the molecule C21H26N6O3.

```
56
Properties=species:S:1:pos:R:3:lowdin_charge:R:1
O 1.3734 1.5222 0.6276 -0.121
O 2.2459 0.2545 -2.6010 0.066
O 0.4060 -1.8126 -2.5846 0.069
N -2.5203 0.4946 -0.8629 -0.024
N -0.7362 -1.6443 1.3210 -0.098
N -4.2481 0.4118 0.3345 -0.033
N 1.0585 -2.3970 -0.5049 -0.037
N -3.8371 0.7076 -0.8263 0.046
N -3.2533 0.0057 1.1079 0.088
C 0.2271 2.3936 4.0223 -0.080
C 2.4306 2.4340 0.4473 -0.068
C 2.3689 -0.8071 -1.7781 -0.188
C -2.6439 0.7292 -3.2683 -0.055
C -2.1639 0.0571 0.3732 -0.252
C -0.0544 -3.3195 -0.3894 -0.102
C -1.2102 -2.6576 0.3900 -0.122
C 3.4406 0.8440 -2.6795 -0.122
C -0.4089 0.6832 1.9348 -0.112
C 0.6715 1.5646 1.8081 -0.214
C 0.5523 -2.0240 1.8521 -0.133
C -1.1507 0.6713 3.1050 -0.025
C 4.3615 0.1752 -1.9278 -0.049
C 3.6667 -0.9030 -1.3398 -0.004
C -0.9841 2.0602 -1.9155 -0.021
C 0.9800 2.4182 2.8606 -0.021
C 1.6566 -2.0441 0.7650 -0.115
C 1.1921 -1.6956 -1.6562 -0.398
C -1.7279 0.7325 -2.0513 -0.357
C -0.7790 -0.2705 0.8167 -0.184
C -0.8382 1.5221 4.1499 -0.073
H -0.3723 -3.5932 -1.3956 0.124
H 2.4332 -2.7706 1.0336 0.126
H -1.9191 -2.2051 -0.3030 0.119
H 2.0837 3.4691 0.5214 0.101
H 3.5188 1.7207 -3.2926 0.129
H 0.4331 -3.0163 2.2933 0.126
H 4.0790 -1.6578 -0.7026 0.115
H -0.0985 -0.1080 -0.0316 0.132
H -3.1869 -0.2101 -3.3316 0.081
H -2.0465 0.8472 -4.1676 0.084
H -1.4250 1.5064 5.0548 0.103
H 2.1120 -1.0566 0.6823 0.105
H -1.6944 2.8787 -1.8147 0.089
H -0.3299 2.0536 -1.0470 0.060
H 1.8065 3.1069 2.7870 0.101
H 2.8102 2.2533 -0.5575 0.074
H 0.8334 -1.3306 2.6459 0.124
H 5.3977 0.4166 -1.8087 0.105
H -3.3648 1.5396 -3.2019 0.074
H -1.7477 -3.4189 0.9656 0.125
H -1.0082 -0.0885 -2.1468 0.118
H -1.9834 -0.0101 3.1681 0.109
H 3.2344 2.2638 1.1704 0.102
H 0.4825 3.0659 4.8278 0.104
H 0.3055 -4.2120 0.1300 0.125
H -0.3785 2.2246 -2.8023 0.084
```

Calculated values
E_tot = -1370.0332 hartree
Frontier orbital gap = 9.099 eV
Charge = 0
Spin multiplicity = 1
Relative energy (zero: lowest compared OMol25 entry of this formula, charge and spin) = 77.0 kcal per mole
HOMO = -8.6 eV
SMILES string = COc1ccccc1[C@H](c1nnnn1C(C)C)N1CCN(C(=O)c2ccco2)CC1